1.
{
  "formula": "C30H44B2IrN8O3",
  "method": "ωB97M-V with the def2-TZVPD basis set",
  "species": ["Ir", "C", "C", "C", "C", "C", "C", "N", "N", "B", "N", "C", "C", "C", "N", "C", "C", "C", "N", "C", "C", "C", "N", "C", "C", "C", "H", "H", "H", "H", "H", "H", "H", "H", "H", "H", "H", "H", "H", "H", "H", "H", "H", "H", "H", "H", "H", "H", "H", "H", "H", "H", "H", "H", "C", "N", "C", "C", "C", "N", "C", "C", "O", "H", "H", "H", "H", "H", "H", "H", "H", "H", "H", "H", "H", "O", "B", "O", "C", "C", "C", "C", "C", "C", "H", "H", "H", "H"],
  "positions_angstrom": [[0.06526, 0.28010, -0.72160], [3.13050, -2.93088, -1.64996], [3.38112, -1.49399, -1.18687], [3.16321, -1.29655, 0.30764], [2.75212, -0.45455, -2.08854], [3.42073, 0.01345, -3.20553], [2.63194, 1.00542, -3.75950], [1.55075, 1.15440, -3.01047], [1.58249, 0.26267, -1.98471], [0.36168, 2.09926, -3.22145], [0.22004, 3.07398, -2.06452], [0.12973, 4.40793, -2.17631], [-0.32336, 4.90792, -0.98425], [-0.52159, 3.79187, -0.16170], [-0.16574, 2.67080, -0.81606], [-1.10845, 3.90949, 1.22020], [-0.03684, 4.14068, 2.28470], [-2.06272, 2.77797, 1.57466], [-0.89382, 1.18947, -3.25868], [-1.85986, 1.11803, -4.15706], [-2.86004, 0.27681, -3.67852], [-2.45116, -0.15630, -2.43547], [-1.20326, 0.38612, -2.20063], [-3.40334, -0.81382, -1.46674], [-2.94530, -2.01160, -0.65139], [-3.95821, 0.27771, -0.54297], [3.81854, -3.59472, -1.12672], [3.30639, -3.03732, -2.72017], [2.12362, -3.27517, -1.43764], [4.44527, -1.31283, -1.35742], [2.13417, -1.45999, 0.62182], [3.47707, -0.29762, 0.60397], [3.77902, -2.01424, 0.85027], [4.38100, -0.32720, -3.55205], [2.77756, 1.62374, -4.62999], [0.48483, 2.66985, -4.25963], [0.37740, 4.89806, -3.10330], [-0.52252, 5.93563, -0.73382], [-1.70396, 4.82467, 1.17666], [0.57336, 3.25047, 2.42376], [-0.50417, 4.38909, 3.23867], [0.62094, 4.96477, 2.00843], [-1.57106, 1.80779, 1.50462], [-2.92212, 2.77411, 0.90519], [-2.43231, 2.89404, 2.59463], [-1.78841, 1.67590, -5.07688], [-3.79346, 0.03717, -4.15743], [-4.21798, -1.15511, -2.10874], [-2.15609, -1.75083, 0.05746], [-2.61152, -2.83777, -1.27441], [-3.78698, -2.36434, -0.05461], [-3.17296, 0.64886, 0.11986], [-4.75858, -0.12932, 0.07454], [-4.35233, 1.12440, -1.10459], [2.58413, 1.71888, 2.10266], [1.58347, 1.10230, 2.96634], [1.83178, 1.18967, 4.41212], [0.51603, 1.23921, 5.15858], [-0.33242, 0.05353, 4.75877], [-0.41736, -0.04782, 3.29502], [-1.46356, -0.90419, 2.73833], [0.51757, 0.45874, 2.49614], [0.36868, 0.27963, 1.22336], [2.77372, 2.73124, 2.45730], [2.22922, 1.77479, 1.07836], [3.51614, 1.15670, 2.14387], [2.41222, 2.09457, 4.58320], [2.44066, 0.33849, 4.72766], [-0.00520, 2.16857, 4.92236], [0.69328, 1.22018, 6.23245], [-1.34789, 0.15967, 5.13705], [0.07814, -0.87907, 5.15491], [-2.11323, -1.20692, 3.55422], [-1.03792, -1.79044, 2.26854], [-2.06682, -0.36100, 2.01081], [0.07770, -2.62527, 0.29690], [0.03497, -1.77672, -0.78944], [-0.12321, -2.44987, -1.98096], [-0.22566, -3.78797, -1.61818], [-0.41087, -4.88387, -2.42827], [-0.47778, -6.11581, -1.78232], [-0.35846, -6.22338, -0.39883], [-0.16732, -5.10405, 0.40733], [-0.10947, -3.89483, -0.24496], [-0.49667, -4.79134, -3.50186], [-0.62343, -7.01125, -2.37029], [-0.41336, -7.20019, 0.06108], [-0.06765, -5.18068, 1.48100]],
  "forces_ev_per_a": [[-0.289, 0.039, 0.053], [-0.004, -0.009, 0.000], [-0.014, 0.041, 0.013], [0.007, -0.015, 0.003], [0.000, 0.047, 0.074], [-0.008, 0.009, -0.044], [0.050, 0.015, 0.023], [-0.035, -0.030, -0.005], [0.084, -0.109, 0.031], [-0.007, 0.009, 0.011], [-0.026, -0.002, -0.010], [0.022, -0.001, 0.008], [-0.019, 0.006, -0.001], [0.029, -0.009, -0.004], [-0.014, 0.007, 0.034], [0.003, -0.003, -0.012], [-0.002, -0.009, 0.007], [0.009, -0.004, 0.003], [-0.014, 0.000, -0.022], [0.027, 0.009, -0.001], [0.001, -0.028, 0.026], [-0.073, -0.018, -0.080], [0.181, 0.024, 0.029], [0.044, 0.030, 0.021], [0.040, 0.000, 0.004], [0.001, 0.009, -0.011], [0.008, 0.003, -0.006], [-0.009, -0.002, 0.001], [-0.015, -0.005, 0.019], [0.006, -0.008, 0.007], [0.034, -0.012, 0.001], [-0.024, 0.002, 0.017], [0.009, 0.003, -0.003], [-0.001, -0.004, -0.002], [-0.004, -0.006, -0.004], [-0.007, -0.004, -0.002], [-0.002, 0.000, 0.000], [-0.006, -0.001, -0.002], [-0.001, 0.000, 0.008], [-0.003, -0.024, 0.012], [0.002, -0.006, 0.003], [0.003, -0.001, -0.001], [0.029, -0.056, 0.025], [-0.011, -0.016, -0.012], [0.001, 0.007, -0.007], [-0.006, -0.004, -0.004], [0.003, 0.005, -0.008], [-0.017, 0.014, 0.018], [-0.061, 0.011, -0.004], [0.030, -0.013, -0.011], [-0.009, -0.015, -0.024], [0.020, 0.014, 0.027], [0.003, 0.004, 0.005], [0.000, 0.004, 0.006], [-0.020, 0.022, 0.001], [0.042, -0.017, -0.006], [-0.002, -0.013, -0.005], [0.002, 0.008, -0.012], [-0.027, 0.022, -0.008], [-0.013, -0.056, 0.063], [-0.016, -0.006, -0.018], [0.203, 0.078, -0.039], [-0.141, 0.047, -0.115], [-0.003, 0.006, -0.013], [0.001, -0.015, -0.007], [0.013, 0.008, 0.011], [-0.002, 0.000, 0.002], [-0.002, 0.000, 0.001], [-0.003, 0.012, -0.002], [0.002, -0.003, -0.001], [0.002, 0.003, 0.003], [-0.001, 0.002, 0.000], [0.008, -0.010, 0.009], [-0.007, 0.035, 0.004], [-0.006, 0.006, 0.013], [0.041, -0.024, -0.002], [-0.022, -0.010, -0.104], [-0.023, 0.015, 0.018], [-0.030, -0.005, 0.002], [-0.004, 0.008, -0.001], [0.006, -0.003, 0.003], [0.000, 0.000, -0.005], [0.003, 0.001, 0.002], [0.038, -0.012, -0.005], [0.000, 0.000, 0.000], [0.001, 0.001, -0.001], [0.000, 0.001, 0.002], [-0.002, -0.003, 0.001]],
  "mulliken_spin": [0.7251, 0.0030, 0.0036, -0.0060, -0.0101, 0.0147, 0.0376, 0.0036, 0.0355, -0.0267, -0.0028, -0.0004, -0.0005, 0.0020, 0.0041, -0.0030, 0.0005, 0.0035, -0.0125, 0.0785, 0.0322, 0.0144, 0.0899, -0.0001, 0.0003, -0.0016, 0.0003, 0.0000, -0.0016, 0.0006, -0.0048, 0.0009, 0.0003, 0.0004, -0.0014, 0.0009, -0.0001, 0.0001, 0.0000, 0.0003, 0.0001, -0.0001, 0.0045, 0.0002, 0.0000, -0.0049, 0.0006, -0.0004, 0.0024, -0.0011, 0.0000, 0.0009, -0.0003, 0.0002, -0.0033, 0.0113, -0.0006, 0.0011, -0.0014, 0.0110, -0.0020, 0.0120, 0.0043, 0.0000, -0.0014, 0.0002, 0.0001, 0.0005, 0.0000, 0.0000, 0.0005, 0.0006, 0.0000, -0.0003, 0.0016, 0.0108, -0.0287, 0.0060, -0.0027, 0.0005, 0.0002, 0.0004, -0.0007, -0.0024, -0.0001, -0.0001, 0.0000, 0.0000],
  "lumo_energy_ev": [-7.21, -8.82],
  "spin_multiplicity": 2,
  "relative_energy_kcal_mol": 6.4,
  "charge": 2,
  "e_tot_ha": -1987.027101,
  "gap_ev": [6.41, 4.80],
  "homo_ha": [-0.50072, -0.50057]
}

2.
{
  "formula": "C30H44BN7O2Y",
  "method": "ωB97M-V with the def2-TZVPD basis set",
  "species": ["Y", "C", "C", "C", "C", "N", "N", "B", "N", "N", "C", "C", "C", "C", "C", "C", "C", "C", "N", "N", "C", "C", "C", "C", "C", "C", "C", "C", "C", "C", "C", "C", "H", "H", "H", "H", "H", "H", "H", "H", "H", "H", "H", "H", "H", "H", "H", "H", "H", "H", "H", "H", "H", "H", "H", "H", "H", "H", "H", "H", "H", "H", "H", "H", "H", "H", "H", "H", "H", "H", "H", "H", "O", "C", "O", "C", "C", "C", "C", "C", "N", "H", "H", "H", "H"],
  "positions_angstrom": [[0.35596, -0.17510, 0.97471], [-2.25314, -0.89963, -3.99473], [-1.84041, -1.35772, -2.63692], [-1.91643, -2.62504, -2.08655], [-1.43717, -2.49957, -0.78171], [-1.06345, -1.23414, -0.56785], [-1.32679, -0.53286, -1.70670], [-1.25726, 1.02475, -1.72029], [-1.95660, 1.57742, -0.45711], [-1.46897, 1.34254, 0.79130], [-2.28618, 1.93916, 1.66006], [-3.32146, 2.56849, 0.96817], [-3.07928, 2.31648, -0.37086], [-3.87387, 2.74443, -1.55719], [-2.01961, 1.89281, 3.14367], [-1.69897, 3.31075, 3.63520], [-0.83059, 0.98245, 3.44778], [-3.25785, 1.35606, 3.86982], [0.21096, 1.50455, -1.76729], [1.09380, 1.26926, -0.74718], [2.21646, 1.93851, -1.04528], [2.06434, 2.58717, -2.26839], [0.77881, 2.29658, -2.69076], [0.08577, 2.76713, -3.92453], [3.42267, 1.95833, -0.14202], [4.46451, 0.95833, -0.66418], [4.02409, 3.36803, -0.13332], [3.02370, 1.57378, 1.27966], [-1.40726, -3.55077, 0.29991], [-2.80555, -4.17588, 0.40069], [-1.05202, -2.92017, 1.64501], [-0.38617, -4.64178, -0.04648], [-2.56406, -1.75543, -4.58935], [-1.43273, -0.40100, -4.51100], [-3.08567, -0.19809, -3.94006], [-2.30117, -3.50863, -2.56662], [-1.82396, 1.42698, -2.68573], [-4.14157, 3.13603, 1.37389], [-4.72850, 3.33114, -1.22875], [-4.24217, 1.88368, -2.11586], [-3.27942, 3.35391, -2.23756], [-0.81914, 3.71179, 3.12839], [-1.50823, 3.30491, 4.70958], [-2.53419, 3.98358, 3.44137], [0.10294, 1.36653, 3.00848], [-1.02500, -0.06128, 3.15794], [-0.63431, 0.94408, 4.51920], [-4.12179, 1.99369, 3.68302], [-3.08354, 1.33027, 4.94645], [-3.50509, 0.34697, 3.53447], [2.77851, 3.20791, -2.78080], [0.78919, 3.32154, -4.54148], [-0.74955, 3.42467, -3.68303], [-0.30456, 1.93484, -4.50920], [4.77818, 1.21822, -1.67572], [4.05811, -0.05558, -0.68245], [5.34619, 0.96305, -0.02095], [4.34876, 3.66657, -1.12982], [4.89497, 3.39479, 0.52277], [3.30200, 4.10402, 0.22408], [2.81243, 0.50585, 1.35584], [2.16976, 2.16570, 1.63139], [3.84245, 1.74968, 1.97798], [-3.55676, -3.42189, 0.64267], [-2.81733, -4.93831, 1.18091], [-3.09502, -4.65095, -0.53653], [-1.69739, -2.05959, 1.86075], [0.00532, -2.64409, 1.69092], [-1.19215, -3.63091, 2.45973], [-0.62712, -5.10731, -1.00266], [-0.39309, -5.41838, 0.72012], [0.62449, -4.23339, -0.11041], [3.20228, -2.38785, 3.27870], [2.51587, -1.91076, 2.41191], [1.56138, -1.03032, 2.55129], [2.74065, -2.33787, 0.95518], [3.70756, -3.27074, 0.62608], [3.86306, -3.61462, -0.70761], [3.05047, -3.01995, -1.66421], [2.10569, -2.09871, -1.25341], [1.95517, -1.76442, 0.03141], [4.30703, -3.69733, 1.41730], [4.60963, -4.34047, -1.00178], [3.14490, -3.26592, -2.71228], [1.44445, -1.61096, -1.96121]],
  "forces_ev_per_a": [[0.072, 0.095, -0.026], [0.014, -0.003, 0.008], [0.009, 0.038, 0.000], [0.002, -0.017, -0.011], [-0.032, 0.001, -0.039], [-0.106, -0.180, 0.028], [-0.015, 0.165, -0.042], [-0.033, -0.116, -0.019], [-0.064, 0.039, -0.077], [0.066, -0.035, 0.089], [0.054, -0.039, 0.043], [-0.023, 0.027, 0.007], [0.026, -0.015, 0.022], [0.000, -0.008, -0.010], [0.007, 0.007, -0.058], [-0.011, -0.013, 0.011], [0.030, 0.011, 0.050], [-0.004, 0.011, -0.007], [-0.075, -0.003, 0.008], [0.017, 0.105, -0.137], [0.007, -0.024, -0.001], [-0.041, 0.001, -0.023], [0.095, 0.005, 0.017], [-0.003, -0.006, 0.004], [0.026, 0.007, 0.009], [0.000, 0.002, 0.010], [-0.015, -0.009, -0.001], [-0.024, 0.049, 0.011], [-0.020, -0.020, 0.013], [-0.010, 0.006, -0.008], [0.018, 0.003, 0.002], [-0.003, 0.021, 0.019], [-0.001, 0.002, -0.003], [-0.002, -0.004, -0.006], [-0.004, -0.003, 0.002], [-0.003, 0.002, 0.001], [0.013, -0.027, -0.013], [0.003, 0.000, 0.000], [-0.002, 0.000, -0.004], [-0.005, 0.005, -0.001], [0.004, 0.002, 0.005], [0.002, 0.001, 0.002], [0.001, 0.005, -0.002], [0.000, 0.001, 0.001], [-0.035, 0.000, 0.000], [-0.002, 0.031, -0.004], [0.000, -0.013, -0.002], [-0.004, -0.005, 0.002], [-0.001, -0.002, 0.001], [-0.002, -0.001, 0.001], [0.000, 0.000, 0.005], [-0.005, 0.004, -0.004], [-0.002, -0.003, 0.000], [0.001, 0.001, -0.002], [-0.001, 0.001, -0.001], [0.017, 0.008, -0.006], [0.002, -0.002, 0.002], [0.009, 0.005, 0.005], [0.004, -0.007, -0.002], [-0.003, -0.005, -0.002], [0.007, -0.014, 0.015], [0.007, -0.011, 0.002], [0.010, -0.014, -0.009], [0.006, 0.001, 0.004], [0.006, 0.002, 0.003], [0.006, 0.002, -0.002], [0.001, 0.004, 0.011], [0.003, 0.021, 0.010], [-0.001, -0.022, -0.015], [0.003, 0.000, -0.005], [0.005, 0.000, 0.000], [0.004, -0.006, -0.003], [-0.051, 0.039, 0.021], [0.075, -0.079, -0.207], [-0.033, -0.087, 0.082], [-0.024, 0.035, 0.106], [-0.020, 0.017, -0.029], [0.007, -0.006, 0.007], [-0.003, 0.000, -0.001], [0.017, -0.017, -0.007], [0.025, 0.028, 0.137], [0.004, -0.003, 0.005], [0.001, 0.001, 0.003], [-0.003, 0.003, 0.001], [0.000, 0.009, 0.008]],
  "lowdin_charge": [1.5636, -0.0029, -0.2498, 0.0473, -0.2379, -0.0065, 0.0358, -0.4907, 0.0353, -0.0012, -0.2371, 0.0488, -0.2419, -0.0052, -0.5404, -0.0258, -0.0709, -0.0275, 0.0333, 0.0105, -0.2323, 0.0486, -0.2451, -0.0039, -0.5364, -0.0174, -0.0352, -0.0479, -0.5324, -0.0313, -0.0506, -0.0169, 0.0886, 0.0823, 0.0861, 0.1221, 0.1121, 0.1220, 0.0881, 0.0875, 0.0844, 0.0922, 0.0935, 0.0904, 0.0632, 0.0634, 0.1154, 0.0881, 0.0939, 0.0919, 0.1203, 0.0889, 0.0882, 0.0785, 0.0942, 0.0677, 0.0968, 0.0824, 0.0928, 0.0972, 0.0336, 0.0901, 0.1111, 0.0966, 0.0929, 0.0851, 0.0823, 0.0425, 0.1111, 0.0929, 0.0970, 0.0677, 0.1187, -0.5789, -0.2160, -0.1884, 0.0280, -0.0180, -0.0308, -0.1232, 0.0129, 0.1309, 0.1207, 0.1165, 0.1164],
  "lumo_energy_ev": -2.69,
  "spin_multiplicity": 1,
  "relative_energy_kcal_mol": 0.0,
  "charge": 1,
  "e_tot_ha": -1766.665577,
  "gap_ev": 9.04,
  "homo_ha": -0.43088
}